Entry 1:
The following is a DFT calculation (ωB97M-V with the def2-TZVPD basis set) of a cluster of 2 separate species, C11H16O3 in total at a distorted geometry.

Computed properties:
relative energy (zero: lowest compared OMol25 entry of this formula, charge and spin) = 272.1 kJ/mol
E_LUMO = 0.01492 Ha
spin multiplicity = 1
SMILES = CC1=CC=CCC1=C(C)C.O=C(O)O

Cartesian coordinates (Å):
C 0.460 2.696 -0.521
C -0.487 1.573 -0.292
C -1.778 1.685 -0.827
C -2.720 0.597 -0.545
C -2.568 -0.233 0.480
C -1.290 -0.322 1.284
C -0.099 0.376 0.628
C 1.097 -0.229 0.730
C 2.433 0.142 0.058
C 1.270 -1.087 1.903
H 0.372 2.791 -1.606
H 0.093 3.490 -0.029
H 1.448 2.542 -0.292
H -1.906 2.605 -1.346
H -3.493 0.583 -1.240
H -3.350 -1.096 0.537
H -1.516 0.073 2.311
H -1.039 -1.393 1.402
H 3.225 -0.581 0.039
H 2.260 0.496 -0.979
H 2.789 1.073 0.680
H 2.267 -1.286 2.164
H 0.820 -0.464 2.764
H 0.668 -1.965 1.882
O -0.345 -2.559 -0.089
C 0.069 -2.252 -1.167
O -0.074 -1.139 -1.834
O 0.771 -3.112 -1.944
H -0.337 -0.319 -1.281
H 0.960 -2.684 -2.872

---

Entry 2:
The following is a DFT calculation (ωB97M-V with the def2-TZVPD basis set) of a structure of composition C13H26Br6O19S5 at a distorted geometry.

Computed properties:
E_LUMO = -0.01347 Ha
spin multiplicity = 1

Cartesian coordinates (Å):
O -3.219 -3.564 3.079
S -2.391 -4.183 1.975
O -2.680 -5.543 1.507
O -2.355 -3.167 0.683
C -2.691 -3.646 -0.665
C -2.239 -2.536 -1.639
C -0.585 -4.132 2.445
H -3.762 -3.846 -0.688
H -2.220 -4.594 -0.927
H -2.364 -1.521 -1.262
H -2.882 -2.482 -2.518
H -1.211 -2.735 -1.942
H -0.377 -4.928 3.160
H -0.396 -3.112 2.780
H -0.203 -4.502 1.494
C 3.868 1.278 0.000
Br 4.190 -0.702 0.090
Br 2.043 1.891 0.616
Br 4.016 1.722 -1.926
H 4.658 1.794 0.545
C 0.572 0.428 -0.987
Br 1.840 -0.971 -1.731
Br -1.340 -0.246 -1.262
Br 0.730 2.164 -1.937
H 0.706 0.636 0.075
C 1.964 -2.027 2.476
C 1.880 -0.608 1.768
O 1.220 -0.981 0.528
S -0.016 -2.129 0.694
O -0.096 -2.976 -0.490
O -1.263 -1.593 1.218
O 0.885 -2.848 1.909
H 1.849 -1.827 3.541
H 2.932 -2.435 2.187
H 2.793 -0.158 1.377
H 1.299 0.184 2.240
C 0.532 4.792 0.851
C 1.536 4.262 1.869
O 1.207 2.921 2.070
S -0.326 2.616 1.559
O -1.185 2.103 2.626
O -0.215 1.876 0.326
O -0.660 4.170 1.215
H 0.969 4.561 -0.120
H 0.316 5.861 0.823
H 1.501 4.637 2.891
H 2.594 4.312 1.613
C 1.498 1.744 -4.122
C 1.418 2.868 -5.165
O 2.821 3.227 -5.292
S 3.878 1.993 -4.802
O 4.649 2.375 -3.603
O 4.603 1.321 -5.906
O 2.591 0.971 -4.490
H 0.591 1.179 -4.335
H 1.621 2.221 -3.149
H 0.838 3.700 -4.764
H 0.971 2.485 -6.082
C -3.329 -0.238 0.412
C -3.466 -1.336 1.525
O -3.935 -0.630 2.617
S -3.278 0.879 2.723
O -1.834 0.841 3.034
O -4.138 1.779 3.524
O -3.531 0.967 1.073
H -4.174 -0.419 -0.252
H -2.405 -0.227 -0.165
H -2.549 -1.869 1.779
H -4.265 -2.044 1.306

---

Entry 3:
The following is a DFT calculation (ωB97M-V with the def2-TZVPD basis set) of a cluster of 2 separate species, C2H4ClO4P in total at a distorted geometry.

Computed properties:
relative energy (zero: lowest compared OMol25 entry of this formula, charge and spin) = 53.0 kJ/mol
E_LUMO = 0.18931 Ha
spin multiplicity = 1
net charge = -2

Cartesian coordinates (Å):
C 0.066 -0.034 -0.254
C 1.430 0.541 -0.525
O 1.794 -1.782 0.699
O -0.544 -1.845 1.658
O 0.017 -2.824 -0.760
O 2.244 1.058 0.210
P 0.192 -1.832 0.328
Cl -7.720 7.140 -0.580
H -0.639 0.140 -1.217
H -0.462 0.489 0.486
H 1.689 0.509 -1.665
H 1.933 -1.560 1.620

---

Entry 4:
The following is a DFT calculation (ωB97M-V with the def2-TZVPD basis set) of the ion CH3N2O2 with charge +1 at a distorted geometry.

Computed properties:
relative energy (zero: lowest compared OMol25 entry of this formula, charge and spin) = 574.9 kJ/mol
E_LUMO (alpha / beta) = -0.33953 / -0.33870 Ha
spin multiplicity = 1
net charge = +1

Cartesian coordinates (Å):
C 0.861 0.040 0.037
N -0.210 -0.906 0.155
N 0.777 1.256 -0.061
O -1.439 -0.552 -0.190
O -1.804 0.598 0.096
H 1.829 -0.460 -0.039
H -0.027 -1.892 -0.061
H 0.013 1.916 0.063

---

Entry 5:
The following is a DFT calculation (ωB97M-V with the def2-TZVPD basis set) of a structure of composition C26H21BrN9O6Tc.

Computed properties:
E_LUMO (alpha / beta) = -0.10814 / -0.17234 Ha
expectation value of S² = 3.77
spin multiplicity = 4
net charge = +1

Cartesian coordinates (Å):
Tc 0.236 0.185 -0.035
O 3.798 1.904 -0.820
C 2.896 1.799 -0.029
N 2.251 0.565 0.219
C 3.042 -0.562 0.344
C 4.410 -0.581 0.658
C 5.073 -1.781 0.718
C 4.409 -2.995 0.460
C 3.069 -3.013 0.173
C 2.369 -1.798 0.148
N 1.050 -1.625 -0.171
C 0.400 -2.472 -1.090
O 0.323 -3.664 -1.050
C -0.032 -1.629 -2.264
C -0.388 -2.207 -3.459
C -0.544 -1.392 -4.571
C -0.320 -0.034 -4.436
C -0.001 0.484 -3.193
N 0.129 -0.294 -2.113
C 2.423 3.000 0.750
C 2.959 4.239 0.425
C 2.617 5.332 1.200
C 1.749 5.152 2.263
C 1.259 3.878 2.507
N 1.592 2.813 1.777
H 4.943 0.343 0.831
H 6.127 -1.786 0.963
H 4.962 -3.925 0.495
H 2.539 -3.937 -0.012
H -0.505 -3.282 -3.500
H -0.811 -1.815 -5.531
H -0.392 0.633 -5.283
H 0.154 1.539 -3.049
H 3.625 4.317 -0.422
H 3.029 6.309 0.981
H 1.461 5.980 2.897
H 0.576 3.698 3.331
N -0.183 0.347 2.143
N -1.233 1.260 2.378
C -1.615 2.094 1.381
N -2.542 2.989 1.639
N -0.852 2.021 0.273
N -0.762 3.084 -0.591
O 0.103 2.970 -1.444
O -1.486 4.059 -0.477
H -0.472 -0.582 2.447
H 0.625 0.654 2.677
H -1.929 0.974 3.048
H -3.141 2.883 2.441
H -2.820 3.611 0.899
Br -2.034 -2.729 2.582
C -3.255 -3.053 1.151
C -3.882 -4.284 1.108
C -4.796 -4.537 0.094
C -5.086 -3.560 -0.845
C -4.455 -2.326 -0.784
C -3.523 -2.064 0.211
C -2.796 -0.751 0.257
O -3.351 0.263 0.647
O -1.554 -0.855 -0.107
H -3.664 -5.035 1.855
H -5.282 -5.502 0.045
H -5.808 -3.756 -1.627
H -4.683 -1.553 -1.507

---

Entry 6:
The following is a DFT calculation (ωB97M-V with the def2-TZVPD basis set) of a structure of composition C29H56BiN2O5S2SbSi3 at a distorted geometry.

Computed properties:
E_LUMO = -0.23223 Ha
spin multiplicity = 1
net charge = +2

Cartesian coordinates (Å):
Bi 0.307 0.510 0.177
C 3.781 0.299 0.230
C 3.315 0.750 1.580
O 2.455 1.908 1.435
C 2.025 2.374 2.720
C 0.597 2.833 2.635
O -0.332 1.772 2.299
C -0.600 0.900 3.434
C -1.464 -0.211 2.946
O -0.670 -0.889 1.984
C -1.173 -2.129 1.492
C -0.023 -2.873 0.897
O 0.606 -2.044 -0.108
C 2.016 -2.345 -0.182
C 2.650 -1.396 -1.147
O 2.705 -0.038 -0.671
H 4.343 1.110 -0.245
H 4.453 -0.552 0.364
H 2.757 -0.021 2.139
H 4.203 1.014 2.162
H 2.151 1.584 3.467
H 2.630 3.230 3.029
H 0.297 3.273 3.589
H 0.489 3.578 1.858
H 0.330 0.471 3.820
H -1.107 1.475 4.212
H -1.701 -0.872 3.779
H -2.388 0.157 2.492
H -1.590 -2.720 2.309
H -1.951 -1.924 0.760
H 0.695 -3.070 1.695
H -0.371 -3.810 0.449
H 2.451 -2.259 0.823
H 2.160 -3.365 -0.548
H 3.651 -1.755 -1.396
H 2.062 -1.352 -2.068
S 1.841 -1.675 3.484
C 3.126 -2.764 4.040
C 3.281 -4.039 3.483
C 4.306 -4.886 3.898
C 5.198 -4.483 4.880
C 5.050 -3.227 5.450
C 4.028 -2.377 5.038
H 2.581 -4.369 2.724
H 4.402 -5.872 3.453
H 5.998 -5.142 5.199
H 5.735 -2.904 6.227
H 3.910 -1.402 5.492
C -4.635 -1.886 -2.924
Si -3.196 -2.143 -1.786
C -1.772 -3.045 -2.557
C -3.880 -2.957 -0.257
Sb -2.119 0.235 -1.307
Si -4.062 1.846 -0.558
C -4.640 1.267 1.104
C -3.319 3.538 -0.481
C -5.380 1.637 -1.839
Si -1.620 1.030 -3.791
C 0.052 0.292 -4.096
C -1.682 2.880 -3.846
C -2.910 0.372 -4.941
H -5.046 -2.877 -3.160
H -4.382 -1.396 -3.864
H -5.425 -1.309 -2.432
H -1.940 -4.130 -2.532
H -0.836 -2.831 -2.030
H -1.656 -2.750 -3.608
H -4.765 -3.527 -0.564
H -4.206 -2.236 0.500
H -3.180 -3.657 0.209
H -4.065 1.736 1.909
H -4.577 0.180 1.207
H -5.691 1.550 1.240
H -2.388 3.530 0.096
H -4.014 4.232 0.008
H -3.097 3.928 -1.481
H -5.945 0.718 -1.661
H -4.981 1.608 -2.859
H -6.082 2.479 -1.776
H 0.820 0.821 -3.521
H 0.307 0.365 -5.161
H 0.068 -0.767 -3.819
H -1.155 3.347 -3.015
H -2.723 3.226 -3.844
H -1.220 3.224 -4.782
H -2.750 -0.680 -5.197
H -2.851 0.957 -5.867
H -3.922 0.489 -4.545
S 0.300 2.976 -0.825
C 1.941 3.211 -1.348
N 2.608 4.283 -0.860
C 3.862 4.568 -1.208
C 4.498 3.763 -2.109
C 3.769 2.695 -2.618
N 2.525 2.426 -2.252
H 2.117 4.892 -0.215
H 4.313 5.435 -0.742
H 5.517 3.958 -2.414
H 4.201 2.023 -3.358